1.
{
  "formula": "C4H8N4",
  "method": "ωB97M-V/def2-TZVPD",
  "gap_ha": 0.31902,
  "e_homo_ev": -8.10,
  "e_lumo_ev": 0.6,
  "species": ["C", "C", "C", "C", "H", "H", "H", "H", "H", "H", "H", "H", "N", "N", "N", "N"],
  "coordinates": [[1.28, 0.46, 0.41], [1.42, -0.95, -0.13], [-1.78, -0.93, 0.09], [-1.82, 0.45, -0.09], [2.21, 0.94, 0.41], [0.88, 0.29, 1.45], [1.44, -1.51, 0.88], [2.52, -1.28, -0.48], [-2.57, -1.66, 0.05], [-2.76, 0.82, 0.40], [-0.84, 2.27, -0.02], [0.75, 1.06, -1.40], [0.09, -1.06, -0.91], [-0.51, -1.66, -0.02], [-0.79, 1.37, -0.21], [0.47, 1.39, -0.44]]
}

2.
{
  "formula": "C4H8N4",
  "method": "ωB97M-V/def2-TZVPD",
  "gap_ha": 0.30224,
  "e_homo_ev": -7.34,
  "e_lumo_ev": 0.9,
  "species": ["C", "N", "C", "C", "N", "N", "C", "N", "H", "H", "H", "H", "H", "H", "H", "H"],
  "coordinates": [[-0.11, 0.25, -2.35], [0.04, -0.58, 1.13], [-0.41, 0.52, 0.24], [0.01, -0.03, -0.90], [0.77, -0.32, 2.29], [-1.02, 1.65, 0.73], [0.56, -1.26, -0.13], [-0.35, -1.91, 0.66], [0.61, -1.09, 2.94], [1.77, -0.26, 2.09], [-1.45, 1.52, 1.64], [-1.61, 2.13, 0.07], [1.62, -1.54, -0.22], [-0.64, 1.18, -2.52], [-0.66, -0.56, -2.84], [0.87, 0.31, -2.82]]
}

Verdict on stability: 2 comes out on top.

1.
{
  "formula": "C4H8N4",
  "method": "ωB97M-V/def2-TZVPD",
  "gap_ha": 0.34166,
  "e_homo_ev": -8.57,
  "e_lumo_ev": 0.7,
  "species": ["C", "C", "C", "C", "H", "H", "H", "H", "H", "H", "H", "H", "N", "N", "N", "N"],
  "coordinates": [[-0.58, -1.83, -0.01], [1.05, 1.16, -0.43], [0.37, 1.55, 0.70], [-0.39, 0.36, 1.06], [0.14, -2.42, 0.52], [-1.50, -2.02, 0.60], [-0.71, -2.15, -1.04], [0.18, -1.01, -2.44], [-0.70, 0.21, -2.22], [1.89, 1.67, -1.00], [0.63, 2.35, 1.42], [-1.52, -0.67, 2.45], [-0.36, -0.45, -0.05], [0.77, -0.14, -0.84], [0.31, -0.02, -2.22], [-0.86, 0.14, 2.23]]
}

2.
{
  "formula": "C4H8N4",
  "method": "ωB97M-V/def2-TZVPD",
  "gap_ha": 0.31027,
  "e_homo_ev": -9.18,
  "e_lumo_ev": -0.7,
  "species": ["C", "C", "C", "C", "H", "H", "H", "H", "H", "H", "H", "H", "N", "N", "N", "N"],
  "coordinates": [[0.45, 0.60, -0.31], [-0.19, -0.78, 0.33], [-1.50, -1.30, -0.19], [-2.75, -1.13, -0.55], [3.48, -0.94, -0.66], [2.20, -0.96, 1.62], [2.54, 1.41, -0.33], [-0.18, -0.76, 1.65], [0.75, -1.43, 0.27], [-3.63, -1.73, -0.87], [-1.63, 2.66, -0.32], [-2.18, 1.27, 0.00], [2.18, -1.06, 0.05], [1.87, 0.43, -0.80], [-0.03, 1.76, -0.24], [-1.38, 1.95, 0.35]]
}

3.
{
  "formula": "C4H8N4",
  "method": "ωB97M-V/def2-TZVPD",
  "gap_ha": 0.32757,
  "e_homo_ev": -8.23,
  "e_lumo_ev": 0.7,
  "species": ["C", "C", "N", "N", "C", "C", "N", "N", "H", "H", "H", "H", "H", "H", "H", "H"],
  "coordinates": [[0.88, 0.40, 0.46], [0.53, -0.34, -0.99], [-2.51, 0.00, 0.72], [0.76, 1.78, 0.40], [-0.89, -0.40, -0.87], [1.33, -1.24, -1.57], [-1.26, 0.18, 0.23], [1.65, -0.24, 1.26], [-2.80, -0.98, 0.75], [-2.65, 0.52, 1.58], [-0.09, 2.06, -0.07], [0.96, 2.28, 1.25], [2.30, 0.37, 1.75], [-1.51, -1.11, -1.42], [2.38, -1.24, -1.33], [0.93, -2.04, -2.17]]
}

Verdict on stability: 1 comes out on top.

1.
{
  "formula": "C4H8N4",
  "method": "ωB97M-V/def2-TZVPD",
  "gap_ha": 0.36441,
  "e_homo_ev": -8.97,
  "e_lumo_ev": 0.9,
  "species": ["C", "C", "C", "C", "H", "H", "H", "H", "H", "H", "H", "H", "N", "N", "N", "N"],
  "coordinates": [[-1.60, -0.76, 0.01], [-0.15, -0.28, 0.33], [1.51, 1.36, 0.19], [2.16, 0.02, -0.46], [-2.94, 0.88, 0.44], [-2.47, 1.15, -0.86], [-1.42, -1.31, -0.94], [-2.04, -1.23, 0.85], [1.87, 1.57, 1.30], [1.79, 2.23, -0.21], [3.14, -0.23, -0.90], [0.37, -2.28, 0.45], [-2.64, 0.33, -0.37], [0.04, 0.96, 0.12], [1.77, -1.10, -0.30], [0.61, -1.32, 0.37]]
}

2.
{
  "formula": "C4H8N4",
  "method": "ωB97M-V/def2-TZVPD",
  "gap_ha": 0.29465,
  "e_homo_ev": -7.86,
  "e_lumo_ev": 0.2,
  "species": ["C", "C", "C", "C", "H", "H", "H", "H", "H", "H", "H", "H", "N", "N", "N", "N"],
  "coordinates": [[1.30, -0.25, 0.51], [0.08, 0.53, 0.73], [-2.01, 0.57, -0.17], [0.16, -0.72, -0.17], [2.34, 1.58, -0.63], [2.72, -0.65, -1.14], [1.70, -1.00, 1.32], [-0.61, 0.19, 1.69], [-0.78, 2.32, 0.15], [-2.93, 1.12, -0.17], [-0.89, -2.27, -0.38], [0.27, -0.78, -1.27], [2.50, 0.06, -0.28], [-0.74, 1.32, -0.21], [-2.20, -0.63, -0.06], [-0.93, -1.39, 0.08]]
}

3.
{
  "formula": "C4H8N4",
  "method": "ωB97M-V/def2-TZVPD",
  "gap_ha": 0.35633,
  "e_homo_ev": -9.00,
  "e_lumo_ev": 0.7,
  "species": ["C", "C", "C", "N", "C", "N", "N", "N", "H", "H", "H", "H", "H", "H", "H", "H"],
  "coordinates": [[-1.83, -0.57, -0.66], [0.38, -0.85, 0.72], [-0.84, 0.04, 0.31], [1.82, 1.16, -0.78], [2.09, 0.74, 0.47], [1.47, -0.16, 1.11], [0.34, -2.12, 0.72], [-1.03, 1.09, 0.98], [-0.57, -2.52, 0.52], [-1.91, 1.58, 0.80], [2.44, 1.80, -1.25], [1.05, 0.68, -1.27], [2.85, 1.30, 1.00], [-2.44, 0.21, -1.11], [-2.50, -1.24, -0.12], [-1.32, -1.14, -1.43]]
}

Verdict on stability: 3 comes out on top.

1.
{
  "formula": "C4H8N4",
  "method": "ωB97M-V/def2-TZVPD",
  "gap_ha": 0.29665,
  "e_homo_ev": -7.83,
  "e_lumo_ev": 0.2,
  "species": ["C", "C", "C", "C", "H", "H", "H", "H", "H", "H", "H", "H", "N", "N", "N", "N"],
  "coordinates": [[2.08, -2.21, -0.90], [-0.29, 0.33, -0.15], [0.16, 0.92, 0.99], [-1.72, 0.81, -0.38], [3.05, -1.88, -1.37], [1.50, -2.65, -1.75], [2.35, -2.98, -0.03], [1.10, 0.59, 1.43], [-0.36, 2.71, 1.66], [-2.74, 1.46, 1.19], [-1.82, 1.15, -1.47], [-2.40, -0.13, -0.42], [1.47, -0.99, -0.20], [0.40, -0.70, -0.85], [-0.81, 1.73, 1.56], [-1.97, 1.84, 0.71]]
}

2.
{
  "formula": "C4H8N4",
  "method": "ωB97M-V/def2-TZVPD",
  "gap_ha": 0.33244,
  "e_homo_ev": -8.76,
  "e_lumo_ev": 0.3,
  "species": ["C", "C", "C", "C", "H", "H", "H", "H", "H", "H", "H", "H", "N", "N", "N", "N"],
  "coordinates": [[-0.16, -1.49, 0.56], [-1.07, -0.99, -0.36], [-0.88, 0.15, -1.13], [-0.17, 1.83, 0.46], [2.82, -0.50, 0.59], [1.69, 0.03, -0.24], [-0.53, -2.33, 1.40], [-1.89, -1.72, -0.66], [-1.47, -0.15, -2.10], [-0.26, 2.08, -1.63], [0.22, 2.84, 0.72], [-0.79, 0.14, 1.00], [2.04, -0.94, -0.09], [1.08, -1.42, 0.82], [-0.15, 1.33, -0.88], [-0.49, 1.15, 1.54]]
}

3.
{
  "formula": "C4H8N4",
  "method": "ωB97M-V/def2-TZVPD",
  "gap_ha": 0.29537,
  "e_homo_ev": -7.56,
  "e_lumo_ev": 0.5,
  "species": ["C", "C", "C", "C", "H", "H", "H", "H", "H", "H", "H", "H", "N", "N", "N", "N"],
  "coordinates": [[-3.24, -0.33, -0.09], [-0.61, 0.64, 0.16], [0.65, 1.19, 0.05], [3.28, -1.15, 0.05], [-3.67, -0.21, 0.95], [-3.04, 0.69, -0.55], [-3.96, -0.88, -0.76], [-1.42, 1.35, 0.26], [0.79, 2.24, -0.05], [2.64, 1.19, -0.29], [4.11, -0.39, 0.15], [3.51, -2.22, 0.03], [-2.02, -1.21, 0.10], [-0.92, -0.69, 0.07], [1.84, 0.56, -0.02], [2.06, -0.80, -0.06]]
}

Verdict on stability: 1 comes out on top.